(1)
One molecule with the formula C23H30N2O2. Source: the OMol25 dataset; level of theory: the ωB97M-V functional and the def2-TZVPD basis.

Bonds (Å) are listed after each position.
Element x y z (Å)
1 O 2.533 2.307 -0.613  C2 1.218
2 C 1.385 2.048 -0.924  O1 1.218, C3 1.516, N17 1.354
3 C 1.067 0.944 -1.913  C2 1.516, C4 1.532, H28 1.091, H29 1.091
4 C 0.230 -0.173 -1.283  C3 1.532, N5 1.455, H30 1.091, H31 1.103
5 N -1.203 0.062 -1.386  C4 1.455, C6 1.459, C15 1.452
6 C -1.941 -1.163 -1.098  N5 1.459, C7 1.534, H32 1.092, H33 1.102
7 C -1.927 -2.137 -2.284  C6 1.534, C8 1.535, H34 1.090, H35 1.091
8 C -1.818 -3.600 -1.832  C7 1.535, C9 1.503, H36 1.093, H37 1.092
9 C -0.540 -3.841 -1.079  C8 1.503, C10 1.389, C14 1.390
10 C -0.540 -4.020 0.298  C9 1.389, C11 1.384, H38 1.082
11 C 0.646 -4.185 0.991  C10 1.384, C12 1.384, H39 1.081
12 C 1.853 -4.168 0.315  C11 1.384, C13 1.385, H40 1.080
13 C 1.866 -3.999 -1.059  C12 1.385, C14 1.383, H41 1.080
14 C 0.678 -3.839 -1.749  C9 1.390, C13 1.383, H42 1.081
15 C -1.636 1.141 -0.516  N5 1.452, C16 1.531, H43 1.093, H44 1.103
16 C -1.019 2.485 -0.912  C15 1.531, N17 1.448, H45 1.092, H46 1.094
17 N 0.318 2.697 -0.399  C2 1.354, C16 1.448, C18 1.463
18 C 0.495 3.633 0.711  N17 1.463, C19 1.540, C21 1.540, H47 1.094
19 C 1.189 4.918 0.222  C18 1.540, O20 1.408, H48 1.095, H49 1.092
20 O 0.454 5.562 -0.791  C19 1.408, H50 0.964
21 C 1.270 3.020 1.892  C18 1.540, C22 1.502, H51 1.089, H52 1.092
22 C 0.690 1.699 2.309  C21 1.502, C23 1.389, C27 1.391
23 C 1.363 0.515 2.034  C22 1.389, C24 1.385, H53 1.080
24 C 0.809 -0.709 2.371  C23 1.385, C25 1.384, H54 1.081
25 C -0.427 -0.763 2.993  C24 1.384, C26 1.385, H55 1.080
26 C -1.100 0.412 3.284  C25 1.385, C27 1.384, H56 1.081
27 C -0.545 1.633 2.944  C22 1.391, C26 1.384, H57 1.081
28 H 0.553 1.332 -2.793  C3 1.091
29 H 2.028 0.536 -2.230  C3 1.091
30 H 0.452 -1.103 -1.808  C4 1.091
31 H 0.533 -0.314 -0.231  C4 1.103
32 H -2.974 -0.891 -0.869  C6 1.092
33 H -1.525 -1.654 -0.203  C6 1.102
34 H -1.088 -1.898 -2.936  C7 1.090
35 H -2.836 -2.009 -2.874  C7 1.091
36 H -1.852 -4.242 -2.715  C8 1.093
37 H -2.673 -3.846 -1.199  C8 1.092
38 H -1.480 -4.036 0.833  C10 1.082
39 H 0.627 -4.327 2.063  C11 1.081
40 H 2.781 -4.291 0.855  C12 1.080
41 H 2.804 -3.992 -1.594  C13 1.080
42 H 0.694 -3.716 -2.823  C14 1.081
43 H -2.721 1.229 -0.620  C15 1.093
44 H -1.405 0.935 0.543  C15 1.103
45 H -1.653 3.286 -0.528  C16 1.092
46 H -1.020 2.555 -2.004  C16 1.094
47 H -0.510 3.899 1.054  C18 1.094
48 H 2.201 4.674 -0.119  C19 1.095
49 H 1.253 5.632 1.046  C19 1.092
50 H 0.465 5.001 -1.574  O20 0.964
51 H 2.311 2.889 1.599  C21 1.089
52 H 1.224 3.730 2.720  C21 1.092
53 H 2.325 0.556 1.544  C23 1.080
54 H 1.338 -1.622 2.139  C24 1.081
55 H -0.864 -1.717 3.250  C25 1.080
56 H -2.062 0.377 3.775  C26 1.081
57 H -1.076 2.546 3.175  C27 1.081

Computed properties:
HOMO-LUMO gap = 9.39 eV
DFT total energy = -1154.436211 hartree
Charge = 0
Structure (SMILES) = O=C1CCN(CCCc2ccccc2)CCN1[C@H](CO)Cc1ccccc1
HOMO level = -8.607 eV
ΔE to the lowest compared entry with this formula, charge and spin = 1.262 eV



(2)
A 2-piece molecular cluster, C23H30N2O2S overall at a distorted geometry. Source: the OMol25 dataset; level of theory: the ωB97M-V functional and the def2-TZVPD basis.

Bonds (Å) are listed after each position.
Element x y z (Å)
1 C -7.257 -0.104 -0.661  H2 1.002, O3 1.352, H57 1.034, H58 1.073
2 H -8.148 -0.557 -0.732  C1 1.002
3 O -6.434 -0.608 0.285  C1 1.352, C4 1.263
4 C -5.294 -0.138 0.557  O3 1.263, C5 1.644, H55 1.251, H56 1.269
5 C -4.252 -0.591 -0.632  C4 1.644, N6 1.483, H53 0.869, H54 0.938
6 N -3.028 -0.048 0.005  C5 1.483, C7 1.275, C17 1.544
7 C -2.642 1.120 -0.331  N6 1.275, O8 1.471, C9 1.525
8 O -3.236 1.927 -1.407  C7 1.471
9 C -1.285 1.799 -0.169  C7 1.525, C10 1.342, S13 1.762
10 C -0.365 2.407 -0.932  C9 1.342, C11 1.451, H16 0.979
11 C 0.704 3.143 -0.281  C10 1.451, C12 1.266, H15 1.104
12 C 0.693 2.759 0.925  C11 1.266, S13 1.782, H14 1.253
13 S -0.562 1.597 1.425  C9 1.762, C12 1.782
14 H 1.572 3.004 1.783  C12 1.253
15 H 1.525 3.468 -0.943  C11 1.104
16 H -0.703 2.549 -1.840  C10 0.979
17 C -2.175 -0.990 0.881  N6 1.544, H18 1.064, H19 1.178, C20 1.392
18 H -2.881 -1.733 1.166  C17 1.064
19 H -1.868 -0.199 1.697  C17 1.178
20 C -0.949 -1.283 0.290  C17 1.392, C21 1.715, C25 1.289, H52 1.198
21 C -1.217 -2.397 -0.987  C20 1.715, C22 1.352, H50 1.085, H51 1.041
22 C 0.045 -2.692 -1.372  C21 1.352, C23 1.546, H48 1.113, H49 1.266
23 C 1.174 -3.090 -0.394  C22 1.546, N24 1.496, H46 1.301, H47 1.272
24 N 1.261 -2.222 0.822  C23 1.496, C25 1.316, C28 1.617
25 C 0.042 -1.749 0.971  C20 1.289, N24 1.316, H26 1.214
26 H 0.282 -1.190 2.022  C25 1.214
27 H -0.389 -3.016 1.631  no bonds
28 C 2.344 -1.059 0.529  N24 1.617, C29 1.553, C36 1.516, H45 1.046
29 C 3.663 -1.766 0.944  C28 1.553, C30 1.578, H43 1.008, H44 1.229
30 C 4.628 -0.673 0.337  C29 1.578, C31 1.381, C35 1.460
31 C 5.926 -0.222 0.471  C30 1.381, C32 1.307, H42 1.244
32 C 6.459 0.729 -0.250  C31 1.307, C33 1.302, H41 1.257
33 C 5.783 1.562 -0.986  C32 1.302, C34 1.492, H40 1.069
34 C 4.401 1.090 -1.290  C33 1.492, C35 1.349, H39 1.160
35 C 3.819 0.071 -0.624  C30 1.460, C34 1.349, C36 1.349
36 C 2.500 -0.199 -0.709  C28 1.516, C35 1.349, H37 1.014, H38 1.060
37 H 1.735 0.389 -1.023  C36 1.014
38 H 2.405 -1.034 -1.355  C36 1.060
39 H 3.830 1.861 -1.943  C34 1.160
40 H 6.098 2.496 -1.402  C33 1.069
41 H 7.603 0.929 0.230  C32 1.257
42 H 6.354 -0.854 1.454  C31 1.244
43 H 3.821 -1.952 1.922  C29 1.008
44 H 3.874 -2.807 0.325  C29 1.229
45 H 1.964 -0.444 1.285  C28 1.046
46 H 2.313 -3.432 -0.920  C23 1.301
47 H 0.932 -4.266 0.026  C23 1.272
48 H 0.674 -2.087 -2.062  C22 1.113
49 H 0.048 -3.528 -2.322  C22 1.266
50 H -1.977 -1.944 -1.615  C21 1.085
51 H -1.609 -3.220 -0.483  C21 1.041
52 H -0.397 -0.438 -0.356  C20 1.198
53 H -4.063 -1.429 -0.766  C5 0.869
54 H -4.448 0.028 -1.308  C5 0.938
55 H -4.921 -0.587 1.664  C4 1.251
56 H -5.408 1.082 0.891  C4 1.269
57 H -7.412 0.919 -0.674  C1 1.034
58 H -6.923 -0.295 -1.663  C1 1.073

Computed properties:
HOMO-LUMO gap = 9.06 eV
DFT total energy = -1551.866878 hartree
Charge = 0
HOMO level = -8.625 eV
ΔE to the lowest compared entry with this formula, charge and spin = 21.441 eV



(3)
One molecule with the formula C23H30N2O3. Source: the OMol25 dataset; level of theory: the ωB97M-V functional and the def2-TZVPD basis.

Bonds (Å) are listed after each position.
Element x y z (Å)
1 C 0.276 -3.542 -0.146  O2 1.404, H29 1.097, H30 1.088, H31 1.097
2 O 1.519 -3.258 -0.734  C1 1.404, C3 1.413
3 C 2.608 -3.783 -0.004  O2 1.413, C4 1.531, H32 1.101, H33 1.100
4 C 3.903 -3.325 -0.682  C3 1.531, N5 1.442, H34 1.092, H35 1.091
5 N 3.942 -1.886 -0.758  C4 1.442, C6 1.356, H36 1.007
6 C 4.491 -1.133 0.227  N5 1.356, O7 1.217, C8 1.495
7 O 5.236 -1.593 1.071  C6 1.217
8 C 4.136 0.319 0.185  C6 1.495, C9 1.391, C28 1.390
9 C 5.036 1.239 0.712  C8 1.391, C10 1.383, H37 1.079
10 C 4.713 2.583 0.754  C9 1.383, C11 1.384, H38 1.080
11 C 3.485 3.022 0.292  C10 1.384, C12 1.391, H39 1.080
12 C 2.572 2.107 -0.223  C11 1.391, O13 1.375, C28 1.389
13 O 1.357 2.510 -0.726  C12 1.375, C14 1.424
14 C 0.411 2.955 0.240  O13 1.424, C15 1.526, C27 1.532, H40 1.101
15 C -0.723 3.658 -0.502  C14 1.526, C16 1.525, H41 1.090, H42 1.090
16 C -1.500 2.663 -1.357  C15 1.525, N17 1.452, H43 1.094, H44 1.104
17 N -2.030 1.588 -0.538  C16 1.452, C18 1.458, C26 1.452
18 C -2.893 0.713 -1.321  N17 1.458, C19 1.505, H45 1.105, H46 1.095
19 C -3.512 -0.374 -0.483  C18 1.505, C20 1.388, C24 1.398
20 C -3.227 -1.703 -0.762  C19 1.388, C21 1.384, H47 1.082
21 C -3.769 -2.727 -0.007  C20 1.384, C22 1.383, H48 1.080
22 C -4.611 -2.422 1.047  C21 1.383, C23 1.384, H49 1.080
23 C -4.906 -1.100 1.329  C22 1.384, C24 1.388, H50 1.081
24 C -4.369 -0.064 0.576  C19 1.398, C23 1.388, C25 1.497
25 C -4.714 1.359 0.888  C24 1.497, H51 1.087, H52 1.090, H53 1.087
26 C -0.946 0.855 0.091  N17 1.452, C27 1.525, H54 1.093, H55 1.105
27 C -0.167 1.773 1.026  C14 1.532, C26 1.525, H56 1.090, H57 1.092
28 C 2.902 0.759 -0.277  C8 1.390, C12 1.389, H58 1.080
29 H 0.100 -4.623 -0.088  C1 1.097
30 H -0.483 -3.084 -0.777  C1 1.088
31 H 0.207 -3.120 0.864  C1 1.097
32 H 2.583 -3.408 1.030  C3 1.101
33 H 2.559 -4.882 0.023  C3 1.100
34 H 3.959 -3.737 -1.692  C4 1.092
35 H 4.761 -3.654 -0.092  C4 1.091
36 H 3.250 -1.472 -1.362  N5 1.007
37 H 5.982 0.880 1.087  C9 1.079
38 H 5.419 3.295 1.153  C10 1.080
39 H 3.228 4.071 0.324  C11 1.080
40 H 0.898 3.657 0.935  C14 1.101
41 H -1.390 4.110 0.233  C15 1.090
42 H -0.314 4.442 -1.140  C15 1.090
43 H -2.338 3.175 -1.838  C16 1.094
44 H -0.832 2.274 -2.146  C16 1.104
45 H -2.337 0.254 -2.159  C18 1.105
46 H -3.686 1.337 -1.748  C18 1.095
47 H -2.572 -1.939 -1.590  C20 1.082
48 H -3.534 -3.756 -0.239  C21 1.080
49 H -5.040 -3.211 1.647  C22 1.080
50 H -5.568 -0.866 2.150  C23 1.081
51 H -5.232 1.431 1.841  C25 1.087
52 H -5.363 1.763 0.112  C25 1.090
53 H -3.810 1.963 0.913  C25 1.087
54 H -1.373 0.026 0.661  C26 1.093
55 H -0.260 0.437 -0.667  C26 1.105
56 H -0.833 2.158 1.799  C27 1.090
57 H 0.640 1.215 1.506  C27 1.092
58 H 2.159 0.071 -0.655  C28 1.080

Computed properties:
HOMO-LUMO gap = 9.49 eV
DFT total energy = -1229.666998 hartree
Charge = 0
Structure (SMILES) = COCCNC(=O)c1cccc(OC2CCN(Cc3ccccc3C)CC2)c1
HOMO level = -8.722 eV
ΔE to the lowest compared entry with this formula, charge and spin = 1.438 eV



(4)
One molecule with the formula C23H30N2O3S at a distorted geometry. Source: the OMol25 dataset; level of theory: the ωB97M-V functional and the def2-TZVPD basis.

Bonds (Å) are listed after each position.
Element x y z (Å)
1 O -0.249 0.377 2.208  C2 1.216
2 C -0.719 -0.213 1.254  O1 1.216, C3 1.527, N9 1.358
3 C -1.390 -1.570 1.448  C2 1.527, C4 1.493, H30 1.092, H31 1.095
4 C -2.857 -1.508 1.178  C3 1.493, C5 1.362, S8 1.735
5 C -3.659 -2.476 0.655  C4 1.362, C6 1.413, H32 1.076
6 C -5.013 -2.081 0.557  C5 1.413, C7 1.356, H33 1.075
7 C -5.218 -0.817 1.004  C6 1.356, S8 1.721, H34 1.072
8 S -3.766 -0.081 1.563  C4 1.735, C7 1.721
9 N -0.690 0.300 -0.003  C2 1.358, C10 1.449, C16 1.475
10 C -1.123 -0.483 -1.143  N9 1.449, C11 1.499, H35 1.095, H36 1.088
11 C -0.201 -1.624 -1.454  C10 1.499, C12 1.364, O15 1.353
12 C -0.452 -2.927 -1.768  C11 1.364, C13 1.418, H37 1.071
13 C 0.810 -3.538 -1.980  C12 1.418, C14 1.358, H38 1.070
14 C 1.734 -2.564 -1.778  C13 1.358, O15 1.347, H39 1.071
15 O 1.133 -1.400 -1.464  C11 1.353, C14 1.347
16 C -0.219 1.693 -0.118  N9 1.475, C17 1.558, C25 1.535, C29 1.540
17 C 1.119 1.845 0.664  C16 1.558, O18 1.210, N19 1.347
18 O 1.400 2.860 1.261  C17 1.210
19 N 1.988 0.838 0.448  C17 1.347, C20 1.448, H40 1.008
20 C 3.227 0.710 1.185  N19 1.448, C21 1.541, C24 1.537, H41 1.092
21 C 4.317 0.094 0.287  C20 1.541, C22 1.536, H42 1.091, H43 1.088
22 C 4.631 -1.289 0.877  C21 1.536, C23 1.528, H44 1.091, H45 1.090
23 C 3.425 -1.622 1.754  C22 1.528, C24 1.525, H46 1.092, H47 1.089
24 C 3.066 -0.269 2.359  C20 1.537, C23 1.525, H48 1.090, H49 1.089
25 C -1.248 2.643 0.511  C16 1.535, C26 1.521, H50 1.091, H51 1.090
26 C -2.427 2.932 -0.406  C25 1.521, C27 1.523, H52 1.093, H53 1.091
27 C -1.931 3.591 -1.686  C26 1.523, C28 1.523, H54 1.091, H55 1.092
28 C -1.014 2.630 -2.431  C27 1.523, C29 1.533, H56 1.093, H57 1.093
29 C 0.142 2.152 -1.543  C16 1.540, C28 1.533, H58 1.093, H59 1.093
30 H -0.930 -2.338 0.823  C3 1.092
31 H -1.221 -1.836 2.497  C3 1.095
32 H -3.296 -3.443 0.354  C5 1.076
33 H -5.791 -2.713 0.170  C6 1.075
34 H -6.134 -0.264 1.044  C7 1.072
35 H -2.125 -0.890 -0.976  C10 1.095
36 H -1.172 0.172 -2.010  C10 1.088
37 H -1.414 -3.392 -1.841  C12 1.071
38 H 0.994 -4.559 -2.242  C13 1.070
39 H 2.805 -2.564 -1.822  C14 1.071
40 H 1.658 -0.002 -0.001  N19 1.008
41 H 3.474 1.716 1.529  C20 1.092
42 H 3.938 0.008 -0.732  C21 1.091
43 H 5.206 0.721 0.256  C21 1.088
44 H 5.524 -1.234 1.501  C22 1.091
45 H 4.808 -2.039 0.106  C22 1.090
46 H 2.600 -1.995 1.143  C23 1.092
47 H 3.653 -2.373 2.509  C23 1.089
48 H 3.773 -0.016 3.149  C24 1.090
49 H 2.057 -0.222 2.766  C24 1.089
50 H -0.725 3.572 0.745  C25 1.091
51 H -1.588 2.219 1.455  C25 1.090
52 H -2.957 2.006 -0.644  C26 1.093
53 H -3.127 3.591 0.110  C26 1.091
54 H -1.383 4.501 -1.432  C27 1.091
55 H -2.771 3.869 -2.327  C27 1.092
56 H -0.584 3.123 -3.306  C28 1.093
57 H -1.618 1.798 -2.802  C28 1.093
58 H 0.813 3.004 -1.409  C29 1.093
59 H 0.717 1.372 -2.049  C29 1.093

Computed properties:
HOMO-LUMO gap = 9.45 eV
DFT total energy = -1627.872279 hartree
Charge = 0
Structure (SMILES) = O=C(Cc1cccs1)N(Cc1ccco1)C1(C(=O)NC2CCCC2)CCCCC1
HOMO level = -8.836 eV
ΔE to the lowest compared entry with this formula, charge and spin = 1.776 eV